Model a:
Molecular formula: C7H14O
Method: DFT, ωB97M-V/def2-TZVPD

Properties
E_HOMO, hartree: -0.3038
SMILES string: C/C=C/C=C/CC.O
LUMO energy, eV: 0.7

Element x y z (Å)
C: -0.42165 -2.39302 -0.22055
H: 0.75046 1.66950 0.76782
C: -0.35158 3.33672 1.59023
C: -0.78844 -2.61094 -1.70997
H: 0.61499 -2.72096 -0.15401
H: 3.82481 0.24389 -0.22019
H: -0.83225 -3.68453 -1.87888
O: 3.95009 -0.55454 -0.75022
H: 0.55748 -0.53480 0.34709
H: 0.14780 4.05347 0.93703
H: -2.28719 1.83554 0.55734
H: -1.35313 3.65693 1.81915
C: -0.43374 -0.92042 0.13049
H: 3.70405 -0.30509 -1.64526
C: -1.45355 -0.07601 -0.00221
H: -1.70518 -2.09558 -2.00092
C: -1.34239 1.31200 0.53894
H: -0.03996 -2.10994 -2.31947
H: -1.03462 -2.99294 0.44982
C: -0.27557 1.97003 0.96122
H: -2.45561 -0.37568 -0.28065
H: 0.27400 3.32406 2.48766

=====

Model b:
Molecular formula: C7H14O
Method: DFT, ωB97M-V/def2-TZVPD

Properties
E_HOMO, hartree: -0.3468
SMILES string: C=CCC.C=CCO
LUMO energy, eV: 0.9

Element x y z (Å)
H: 1.87581 2.25521 1.27063
H: -0.22593 -0.01977 -1.74855
H: 2.08213 -2.08502 -0.25111
C: -0.04955 -1.13121 -1.73658
H: -2.11605 1.82416 0.13194
C: 0.94334 2.15631 1.79531
H: -1.24427 -1.47289 -3.52584
C: -1.31325 2.23133 0.73243
C: -1.15301 -1.86005 -2.51302
H: -2.12624 -1.71362 -2.02542
H: -0.94921 -2.93665 -2.54331
H: -0.90161 -1.47914 0.27543
H: 1.14635 -2.32538 1.31292
O: 1.07257 1.19896 2.87287
C: 1.14772 -2.02578 0.29265
H: -1.54659 3.20082 1.26321
H: 0.11366 0.71704 0.35207
H: 0.64227 3.18370 2.19093
C: -0.11863 1.62441 0.88878
H: 0.92705 -1.29638 -2.21162
H: 1.77372 1.52346 3.47364
C: 0.01973 -1.56951 -0.29735

=====

Model c:
Molecular formula: C7H14O
Method: DFT, ωB97M-V/def2-TZVPD

Properties
E_HOMO, hartree: -0.3333
SMILES string: C=C(C)C.C=CCO
LUMO energy, eV: 0.9

Element x y z (Å)
H: -0.67296 1.17650 1.83223
C: 2.64004 -1.26313 -0.13334
H: 4.54973 -0.63149 0.45784
H: 1.34858 -2.64780 -1.11152
H: -0.35318 -2.29646 0.30369
C: -3.16612 1.78410 -0.49417
C: 1.55379 -2.28708 -0.09632
H: 1.85781 -3.13483 0.52125
H: -3.87449 2.06689 0.28194
H: 2.42949 -0.35878 -0.69055
O: 0.37796 -1.67127 0.43255
C: -1.80839 1.52503 0.09216
C: 3.78778 -1.39365 0.51492
H: -3.54359 0.88979 -0.99315
H: 3.99983 -2.27699 1.10319
H: -2.45935 1.56482 2.08793
H: -0.60246 2.11002 -1.59209
H: 0.25748 1.18552 -0.34685
C: -0.68793 1.28914 -0.87580
C: -1.63529 1.41112 1.40146
H: -3.13807 2.57865 -1.24363
H: -0.86065 0.37991 -1.45177

=====

Model d:
Molecular formula: C7H14O
Method: DFT, ωB97M-V/def2-TZVPD

Properties
E_HOMO, hartree: -0.3282
SMILES string: C=CC(=C)CCC.O
LUMO energy, eV: 0.9

Element x y z (Å)
O: 0.74263 1.14608 -2.79573
H: -1.05569 1.58833 1.14624
H: 0.90298 -1.24545 -0.49157
H: 1.62581 -0.95553 2.64477
H: -0.55984 -1.15010 -2.29626
C: 1.45004 0.34327 0.83467
H: -2.24640 -1.60771 -2.80755
C: -1.96434 -1.08407 -0.75532
H: -0.14809 1.41425 -3.02934
H: 1.07760 0.68050 2.89262
C: -1.56624 -1.37599 -1.98627
H: 2.35766 0.37476 0.21627
H: -2.58300 1.14453 0.43149
H: 0.44048 -1.33193 1.26444
C: -0.98653 -0.28655 0.14790
H: 1.04127 1.61722 -2.01537
C: 0.42524 -0.71186 0.32609
C: 1.81235 0.08029 2.36854
H: 0.97533 1.34628 1.05317
C: -1.56253 0.81656 0.57740
H: 2.81022 0.38296 2.68330
H: -2.98893 -1.18584 -0.40951

=====

Most stable pick: model a. Distance to second place: 0.086 eV.

=====

Model a:
Molecular formula: C3H7NS2
Method: DFT, ωB97M-V/def2-TZVPD

Properties
E_HOMO, hartree: -0.3100
SMILES string: CSC(=S)CN
LUMO energy, eV: 0.1

Element x y z (Å)
H: 2.35503 -2.24883 -0.04358
C: -0.15314 0.41624 -0.05360
C: 2.01235 -1.22463 0.15824
H: -1.75565 1.04315 -1.04253
H: -2.65319 -0.80165 1.05308
N: -2.39731 -0.61917 0.12697
S: 0.88089 1.74267 0.01058
C: -1.63040 0.60062 -0.01870
H: 2.41866 -0.54726 -0.49203
H: -3.24145 -0.58340 -0.39884
S: 0.24554 -1.22888 -0.15956
H: -1.92114 1.39709 0.66414
H: 2.18324 -0.89896 1.23907

=====

Model b:
Molecular formula: C3H7NS2
Method: DFT, ωB97M-V/def2-TZVPD

Properties
E_HOMO (spin up / spin down), hartree: -0.2624 / -0.2624
LUMO energy (spin up / spin down), eV: 0.0 / 0.0

Element x y z (Å)
H: 1.04374 -1.25201 1.68934
S: 1.49394 1.76467 -0.23652
H: -0.19088 -1.36703 -2.78499
C: 0.20155 -0.64021 1.58336
S: 1.66623 2.26484 1.68381
H: -0.83063 -1.05511 1.92252
H: 0.52459 0.17062 -2.35960
H: -1.19440 -0.01379 -2.59433
H: 0.82580 3.36309 2.00256
H: 0.25004 0.26532 2.33120
C: 0.02040 -0.49120 0.19085
C: -0.27523 -0.53422 -2.22372
N: -0.39012 -0.91607 -0.84050

=====

Model c:
Molecular formula: C3H7NS2
Method: DFT, ωB97M-V/def2-TZVPD

Properties
E_HOMO, hartree: -0.3187
LUMO energy, eV: 0.0

Element x y z (Å)
S: -0.88782 0.19274 2.81389
H: 1.65318 2.17827 -2.93244
H: -1.65775 -0.47461 0.49314
N: 0.72958 1.01324 -1.61676
C: -0.81366 0.10531 0.97248
C: 0.48183 -0.40414 0.48120
C: 0.57433 -0.31511 -1.03016
S: 0.58180 1.10967 -3.27864
H: 0.50665 -1.57801 -1.48061
H: -1.03628 1.19498 0.71121
H: 1.32498 -0.10610 1.13459
H: 0.12481 -1.65521 0.86327
H: -1.58164 -1.26102 2.86884

=====

Model d:
Molecular formula: C3H7NS2
Method: DFT, ωB97M-V/def2-TZVPD

Properties
E_HOMO, hartree: -0.3155
LUMO energy, eV: -0.3

Element x y z (Å)
C: 0.11673 0.00179 -0.31497
N: -1.84475 0.81116 1.30181
C: 0.43008 -0.38388 2.02021
S: -0.93757 -0.93907 -1.32516
H: -0.20164 -0.21500 2.92741
H: -2.13761 1.77112 0.97497
H: 1.64465 -0.24775 2.15767
H: 0.23974 1.61156 1.32697
H: 0.48142 -1.66048 1.52370
S: 1.69977 0.42986 -0.78099
H: -2.66189 0.10564 1.06229
C: -0.31875 0.65639 1.00811
H: 1.98489 -0.54158 -1.66730

=====

Most stable pick: model a. Distance to second place: 2.099 eV.

=====

Model a:
Molecular formula: C5H10O2
Method: DFT, ωB97M-V/def2-TZVPD

Properties
E_HOMO (spin up / spin down), hartree: -0.0017 / -0.1238
2S+1: 2
LUMO energy (spin up / spin down), eV: 3.9 / 3.8
Net charge: -1

Element x y z (Å)
H: 0.53554 0.12803 2.79611
H: 1.45897 -0.28721 -1.01982
H: -0.49668 -3.08924 -2.36849
O: -1.06465 1.25201 1.33026
H: 1.18726 -2.39060 -2.24455
C: -0.37530 1.91259 0.43980
O: 1.06884 -0.66311 2.62771
H: 0.57593 -0.46854 0.40478
H: -1.40588 -1.17678 -1.08089
H: 0.18636 2.82147 0.69408
H: -0.93085 1.19198 -1.55445
C: -0.07232 1.23947 -0.87016
C: 0.12963 -2.29387 -2.00165
C: -0.35070 -1.26055 -1.32946
H: 0.44050 -1.24818 2.18034
H: 0.65942 1.82230 -1.46890
C: 0.43425 -0.18968 -0.63959

=====

Model b:
Molecular formula: C5H10O2
Method: DFT, ωB97M-V/def2-TZVPD

Properties
E_HOMO (spin up / spin down), hartree: 0.0134 / -0.0965
2S+1: 2
LUMO energy (spin up / spin down), eV: 3.7 / 3.7
Net charge: -1

Element x y z (Å)
C: -0.83967 0.22527 1.34125
H: 2.52534 2.40118 0.57287
H: 2.19704 0.01539 -0.02904
H: -2.71266 -0.84632 0.86175
H: 0.24105 0.12119 -2.52262
H: 0.72890 2.64428 0.89578
O: 0.06921 -1.22001 -0.35731
H: -0.28657 -0.06443 -3.92340
C: 1.51159 2.00830 0.52442
C: 0.16094 -0.13451 0.47938
H: -2.58676 -0.20854 2.51518
H: -1.72499 -1.63995 2.05298
H: -0.67288 -1.74713 -0.05644
O: 0.13067 -0.54030 -3.19438
C: -2.00893 -0.62554 1.68858
C: 1.37789 0.63359 0.33656
H: -0.53314 0.92839 2.10907

=====

Most stable pick: model a. Distance to second place: 0.352 eV.

=====

Model a:
Molecular formula: C5H10OS2
Method: DFT, ωB97M-V/def2-TZVPD

Properties
E_HOMO (spin up / spin down), hartree: -0.2963 / -0.2764
LUMO energy (spin up / spin down), eV: -1.3 / -1.3

Element x y z (Å)
H: -1.99057 2.07349 -1.05700
O: -1.96217 0.19254 0.68210
C: 0.26257 -0.60873 -0.60772
H: -0.30817 2.77565 -1.00783
C: -0.92335 1.88166 -1.09305
S: 0.04645 -2.20169 -0.03905
H: 2.68185 -0.88276 -1.99344
S: -0.65539 0.58966 0.20582
H: -0.85741 -1.57846 1.98182
H: -0.94359 -3.44629 1.68220
H: -2.16489 -2.40247 1.02770
C: 0.29757 1.19907 1.50721
C: -1.12944 -2.34573 1.32543
H: -0.68651 1.33396 -1.91100
C: 2.29806 -0.17114 -1.30102
H: 2.04828 0.86636 -1.79816
H: 1.31975 1.53511 1.36463
H: 0.32721 0.25926 1.96064

=====

Model b:
Molecular formula: C5H10OS2
Method: DFT, ωB97M-V/def2-TZVPD

Properties
E_HOMO, hartree: -0.3233
SMILES string: CSC1(SC)COC1
LUMO energy, eV: 0.7

Element x y z (Å)
H: -0.91809 -0.49301 2.00180
H: -2.39910 1.44381 -0.05125
S: -0.10363 0.00020 -1.48032
H: -2.11677 3.27523 0.07833
H: 2.12407 0.77177 1.46425
H: 1.26119 -1.95257 -0.89551
C: -1.70749 2.26438 -0.22446
S: -0.22385 1.98029 0.79162
H: -0.37441 -2.42012 -1.29135
C: -0.21425 -0.79205 1.25297
C: 1.65869 -0.01445 0.87366
C: 0.46558 -1.71820 -1.57019
H: -0.61326 -1.66204 0.73151
H: 0.76450 -1.91581 -2.58123
H: -1.40692 2.33906 -1.26207
C: 0.26590 0.30399 0.30043
H: 2.41113 -0.36585 0.13531
O: 1.12671 -1.04463 1.72650

=====

Model c:
Molecular formula: C5H10OS2
Method: DFT, ωB97M-V/def2-TZVPD

Properties
E_HOMO, hartree: -0.3142
SMILES string: CC(=S)SC[C@H](C)O
LUMO energy, eV: -0.3

Element x y z (Å)
H: 3.06969 -2.10714 -0.77409
H: -0.59948 -1.33596 -0.65438
H: -0.76513 2.37266 0.33205
C: 2.29890 -0.18871 -0.69571
O: -2.69497 -0.36970 0.32017
H: 2.52969 -1.77310 0.86669
H: 0.10124 -0.47415 0.73289
S: 3.79256 0.58911 -0.84095
H: -2.41532 2.18164 0.99969
H: -1.01672 1.30345 1.65198
C: -1.44424 1.66753 0.77228
C: -1.63274 0.51171 -0.15238
H: 1.32205 -2.08135 -0.30651
H: -1.88176 0.92935 -1.09782
C: 2.28814 -1.61274 -0.14623
C: -0.40858 -0.33976 -0.30931
H: -3.39209 0.19476 0.62913
S: 0.84877 0.53239 -1.32751

=====

Most stable pick: model c. Distance to second place: 0.541 eV.